DFT (the ωB97M-V functional and the def2-TZVPD basis) results for a molecular structure, C37H66BaN6O4Si.

## Properties
Total charge: 0
Relative energy (zero: lowest compared OMol25 entry of this formula, charge and spin), kcal/mol: 2.8
Calculated total energy, hartree: -2394.17103
LUMO energy (alpha / beta), eV: -1.1 / -1.1
Kohn-Sham gap (alpha / beta), eV: 5.6 / 5.6

```
115
Properties=species:S:1:pos:R:3:forces:R:3:mulliken_charge:R:1
Ba -0.494 -1.807 -0.988 0.153 -0.023 -0.223 1.65
Si -2.758 -3.266 -3.588 0.115 0.061 0.075 0.40
O -2.342 -1.447 0.790 0.060 0.164 0.036 -0.74
O 1.335 -3.702 -1.469 -0.230 -0.177 0.216 -0.29
O 2.105 -1.815 0.504 -0.260 -0.063 -0.029 -0.88
O -1.506 -2.326 -3.253 0.037 0.134 0.070 -0.87
N 0.030 -0.300 1.394 -0.354 -0.565 -0.285 -0.28
N -1.512 0.726 -1.854 0.082 0.035 0.195 -0.44
N -2.309 0.764 -4.098 0.080 -0.184 0.001 -0.68
N 1.360 -0.009 -2.149 -0.056 -0.027 -0.056 0.48
N -0.078 1.030 -3.661 0.020 0.010 -0.332 0.01
N 2.169 1.552 -3.718 0.069 0.049 0.025 0.36
C -4.325 -2.272 -3.986 0.024 -0.097 0.004 -1.07
C 3.624 0.006 0.703 -0.017 -0.179 -0.038 0.23
C -3.167 -4.338 -2.076 -0.091 -0.043 -0.147 -0.74
C -2.588 1.773 6.186 -0.024 0.011 0.012 -1.72
C -2.295 -0.582 1.707 -0.318 -0.271 0.136 1.22
C 4.904 -1.988 1.516 0.026 -0.032 -0.026 -1.84
C 6.145 -0.082 0.541 0.032 0.010 -0.009 -2.15
C -3.373 0.713 3.442 -0.082 -0.070 -0.125 0.14
C 3.719 1.353 0.823 -0.041 0.081 -0.018 -0.04
C 4.781 -1.498 -0.953 0.024 0.002 0.024 -1.27
C 3.543 1.285 -3.340 -0.026 -0.056 0.008 -0.79
C -2.179 1.436 3.741 0.230 0.067 -0.018 -1.06
C -0.846 3.136 5.059 -0.001 -0.026 -0.022 -2.20
C 1.181 0.817 -3.111 0.082 0.087 0.045 -0.15
C -3.477 -0.261 2.494 0.031 0.241 -0.012 -0.09
C -5.882 -0.569 3.209 0.002 0.004 0.009 -2.29
C 1.401 1.698 1.281 0.179 0.052 -0.113 -0.20
C 3.881 4.181 1.993 0.026 0.022 -0.020 -1.73
C 3.402 4.068 -0.468 0.008 0.008 0.007 -1.66
C -1.072 0.141 2.010 0.356 0.124 0.013 -2.12
C -1.065 1.146 3.019 -0.120 0.166 0.208 0.44
C 1.914 2.398 -4.870 -0.055 0.031 0.015 -1.08
C -3.237 3.551 4.544 -0.020 -0.022 0.003 -1.68
C -4.788 -0.995 2.225 -0.075 -0.036 0.047 2.36
C 4.843 -0.879 0.453 0.057 0.006 0.026 2.17
C 1.575 4.547 1.146 -0.001 -0.017 0.003 -2.15
C 2.054 -5.633 -2.769 -0.025 -0.042 -0.068 -1.34
C 2.293 -0.618 0.782 0.019 0.468 -0.038 1.08
C -4.592 -2.511 2.378 -0.006 -0.009 -0.029 -1.68
C -1.329 0.798 -3.112 -0.173 -0.133 0.091 0.51
C -2.442 -4.399 -5.067 -0.061 0.038 0.095 -1.14
C 1.199 0.279 1.212 -0.031 0.012 0.225 -0.84
C 2.860 3.746 0.934 -0.070 0.038 0.010 2.03
C 2.611 2.249 1.039 -0.047 -0.071 0.019 -0.44
C -5.298 -0.673 0.810 0.017 0.006 0.055 -1.67
C -2.205 2.461 4.869 0.063 0.048 0.033 2.08
C 1.695 -4.164 -2.770 0.185 0.203 0.075 0.14
H -1.629 -5.100 -4.866 0.033 -0.005 0.038 0.30
H -3.571 1.305 6.127 -0.016 -0.007 -0.002 0.33
H 2.689 3.754 -1.234 -0.014 -0.009 -0.003 0.25
H -2.615 2.503 6.999 -0.003 0.006 0.013 0.46
H -6.797 -1.119 2.986 -0.008 -0.010 -0.018 0.44
H -2.293 -4.910 -1.752 0.038 -0.001 -0.016 0.24
H 2.330 -0.036 -1.856 0.000 -0.002 0.074 -0.49
H 0.817 -3.948 -3.381 0.031 -0.097 -0.065 0.12
H 6.990 -0.756 0.393 0.007 -0.020 -0.010 0.45
H 3.568 5.142 -0.573 0.006 0.012 0.001 0.52
H 0.815 4.289 0.407 -0.002 -0.005 -0.014 0.38
H -3.183 0.405 -3.735 0.013 0.079 -0.002 0.25
H -3.875 -2.889 1.655 -0.017 -0.013 0.029 0.24
H -2.979 4.061 3.615 0.009 0.001 -0.014 0.35
H -6.109 0.496 3.129 -0.027 -0.003 -0.005 0.39
H -0.100 1.282 -4.634 -0.009 0.043 0.037 0.32
H -0.908 3.875 5.859 -0.024 -0.002 0.012 0.47
H -3.500 -3.727 -1.231 0.011 0.051 0.017 -0.02
H 1.783 5.614 1.053 0.023 0.008 0.003 0.47
H 2.923 -5.823 -2.138 0.006 0.004 0.017 0.38
H -0.528 3.655 4.152 0.001 0.003 -0.011 0.35
H 2.812 2.970 -5.087 -0.005 0.009 0.008 0.28
H 1.113 3.109 -4.666 -0.004 -0.010 -0.011 0.37
H 4.194 1.999 -3.838 -0.005 0.005 -0.013 0.36
H -5.609 -0.788 4.243 0.021 0.001 0.003 0.42
H -3.269 4.291 5.346 -0.001 0.006 0.013 0.48
H 4.848 -0.719 -1.717 -0.002 0.003 0.015 0.13
H -2.027 0.164 -4.866 -0.027 -0.002 0.009 0.28
H 5.627 -2.173 -1.098 0.004 -0.015 -0.003 0.60
H 6.266 0.392 1.517 -0.011 0.003 0.010 0.38
H 0.517 2.305 1.401 0.011 0.051 0.020 1.01
H 4.991 -1.554 2.514 -0.007 0.017 0.008 0.40
H 3.681 1.408 -2.263 0.014 0.008 0.003 0.08
H 3.861 -2.056 -1.106 -0.071 -0.024 0.004 -0.10
H -0.120 1.603 3.270 0.018 0.001 -0.010 1.03
H 4.352 3.565 -0.659 0.009 -0.006 -0.002 0.27
H 1.666 1.826 -5.772 0.009 0.005 -0.005 0.34
H -6.247 -1.187 0.637 0.005 -0.013 -0.016 0.46
H -4.237 -2.751 3.382 0.007 0.001 0.019 0.34
H -5.186 -2.932 -4.120 -0.030 0.000 -0.015 0.38
H -1.863 0.999 6.444 0.017 -0.008 -0.008 0.37
H 6.204 0.691 -0.229 0.019 -0.007 -0.005 0.37
H -5.472 0.400 0.701 0.015 0.008 -0.002 0.31
H 2.521 -3.549 -3.146 0.002 -0.088 -0.067 0.23
H -2.153 -3.804 -5.936 0.000 0.024 -0.020 0.28
H -4.577 -1.582 -3.175 0.022 0.003 0.050 0.19
H 3.503 3.982 2.997 -0.014 -0.009 0.009 0.35
H -3.962 -5.060 -2.278 -0.021 -0.008 0.006 0.41
H 1.158 4.374 2.140 -0.005 -0.005 0.010 0.33
H -2.489 0.544 -1.639 -0.060 0.035 -0.047 -0.05
H 4.078 5.252 1.908 0.004 0.017 0.004 0.48
H -0.073 2.415 5.331 0.010 -0.005 0.003 0.39
H -3.323 -4.984 -5.341 -0.030 -0.013 0.005 0.35
H -4.247 0.956 4.031 0.005 -0.027 -0.010 0.41
H 4.834 3.661 1.883 0.008 -0.011 -0.006 0.28
H -4.219 -1.691 -4.906 0.033 0.003 -0.026 0.30
H -5.546 -3.022 2.227 -0.021 -0.003 -0.004 0.46
H -4.588 -0.995 0.053 0.057 -0.025 -0.041 0.25
H 4.017 -2.615 1.488 0.000 0.003 0.009 0.30
H 1.220 -6.229 -2.400 -0.003 0.004 0.017 0.28
H 4.696 1.809 0.717 -0.018 -0.022 0.018 0.43
H 5.781 -2.616 1.345 0.023 0.002 -0.007 0.47
H 2.293 -5.969 -3.779 0.002 0.016 -0.016 0.38
H 2.069 -3.643 -0.846 0.188 0.013 -0.171 0.07
H 3.856 0.274 -3.621 -0.004 0.002 0.015 0.34
H -4.240 3.137 4.433 -0.013 0.001 -0.004 0.31
```
Positions in Å, forces in eV/Å.



DFT (the ωB97M-V functional and the def2-TZVPD basis) results for a molecular structure, C41H58ClN2O4Re.

## Properties
Total charge: +1
Calculated total energy, hartree: -2545.93149
LUMO energy (alpha / beta), eV: -4.3 / -3.8
Multiplicity: 2
Kohn-Sham gap (alpha / beta), eV: 5.8 / 6.3

```
107
Properties=species:S:1:pos:R:3:forces:R:3:lowdin_spin:R:1
Re 1.014 0.125 -1.229 -1.138 -0.239 0.914 0.89
Cl 6.214 5.396 -1.534 -0.001 0.033 0.015 0.00
O 1.253 1.664 -2.648 -0.029 -0.207 0.452 0.03
O 2.739 0.821 -0.422 -1.279 -0.937 -0.556 0.04
O -0.624 -0.626 -1.992 2.112 1.266 0.338 0.06
O 0.030 1.252 0.084 0.679 0.288 -1.356 -0.02
N 2.344 -1.350 -2.292 -0.083 0.387 0.064 0.00
N 0.883 -1.402 0.266 -0.024 0.073 -0.286 0.00
C -0.727 3.698 1.367 -0.023 0.017 -0.040 0.00
C 1.575 3.445 5.950 0.017 -0.083 -0.054 0.00
C 3.579 -0.757 -2.849 0.148 0.015 -0.082 0.00
C 1.426 1.864 3.968 -0.033 0.026 -0.037 -0.01
C 3.446 1.896 -0.680 0.452 0.842 -0.253 0.01
C 1.214 0.422 2.025 -0.457 0.130 -0.444 0.00
C -4.017 -1.668 -4.603 0.036 0.035 0.008 0.00
C -1.543 -1.526 -1.629 -1.003 -1.231 0.426 0.01
C -1.579 -1.278 -4.749 -0.131 0.016 0.099 0.00
C -2.808 -1.130 -3.834 0.053 0.061 -0.054 0.00
C 1.646 -2.054 -3.387 -0.136 -0.147 -0.124 0.00
C -3.475 -2.877 -2.116 -0.088 -0.155 0.150 0.00
C -5.391 -4.952 -1.561 0.064 0.026 0.043 0.00
C 2.006 2.101 5.357 0.054 -0.044 0.109 0.00
C -3.381 -3.553 -0.903 0.087 0.125 0.000 0.00
C 3.188 2.773 -1.768 0.220 -0.420 0.557 0.00
C -5.094 -4.199 0.788 0.021 -0.019 -0.088 0.00
C 2.701 -2.292 -1.196 -0.085 -0.051 0.238 0.00
C 0.132 2.613 2.032 0.021 -0.270 -0.569 0.00
C 1.539 0.988 6.309 0.011 0.081 -0.033 0.00
C -3.067 0.360 -3.539 0.017 -0.144 -0.015 0.00
C 4.053 3.863 -2.009 -0.198 0.003 -0.137 0.00
C 5.372 3.252 -0.104 0.012 0.165 -0.153 0.00
C 0.637 2.802 3.308 0.068 -0.028 0.091 0.00
C 1.676 0.673 3.306 0.044 -0.011 0.138 0.00
C 4.545 2.192 0.153 -0.325 -0.351 0.026 0.00
C 1.611 -0.938 1.468 0.289 0.248 0.216 0.01
C -2.104 3.125 0.983 0.135 0.035 -0.010 0.00
C 3.541 2.088 5.267 -0.080 0.022 0.023 0.00
C -4.350 -4.648 -0.481 -0.080 -0.107 0.063 0.00
C 5.134 4.089 -1.207 0.039 -0.043 0.124 0.00
C 2.096 2.580 -2.657 -0.254 0.187 -0.370 0.00
C 1.501 -2.625 -0.316 0.140 -0.023 -0.218 0.00
C -0.975 4.871 2.319 -0.046 0.002 -0.040 0.00
C -3.568 -5.939 -0.190 -0.049 0.068 -0.043 0.00
C -1.467 -2.162 -0.373 0.301 0.329 -0.320 0.00
C -0.513 -1.700 0.695 -0.318 0.068 -0.064 0.00
C -2.599 -1.875 -2.508 0.520 0.474 -0.104 0.00
C -2.362 -3.163 -0.043 -0.081 -0.076 0.025 0.00
C 0.455 1.408 1.345 0.197 -0.134 1.162 0.00
C -0.011 4.270 0.127 -0.037 -0.083 0.152 0.00
H -2.020 2.349 0.226 -0.009 -0.041 -0.014 0.00
H -2.265 -3.632 0.930 -0.015 -0.017 -0.002 0.00
H 1.986 3.326 -3.452 -0.020 -0.060 -0.047 0.00
H 4.207 -1.531 -3.298 -0.053 -0.032 -0.001 0.00
H 1.462 -1.683 2.257 0.011 -0.053 -0.049 0.00
H 6.218 3.455 0.539 -0.007 0.002 0.003 0.00
H 0.490 3.508 6.048 0.000 0.036 -0.002 0.00
H -4.276 -3.144 -2.788 0.050 0.010 0.033 0.00
H -0.465 -2.463 1.478 0.059 0.004 0.004 0.00
H -1.614 5.601 1.821 0.006 0.005 -0.001 0.00
H -0.732 -0.729 -4.349 0.059 0.012 -0.021 0.00
H 0.123 3.510 -0.635 0.012 -0.100 -0.097 0.00
H 3.915 1.133 4.892 -0.001 -0.004 0.010 0.00
H 1.902 0.007 6.001 -0.008 -0.008 -0.006 0.00
H -4.260 -6.735 0.092 0.020 -0.008 0.013 0.00
H 4.712 1.549 1.009 0.036 0.007 -0.020 0.00
H 1.802 -3.313 0.479 -0.013 0.000 0.011 0.00
H -3.889 -2.718 -4.872 -0.048 -0.002 -0.006 0.00
H 2.296 -2.818 -3.825 0.058 0.024 0.074 0.00
H 2.005 3.550 6.946 0.001 0.020 0.001 0.00
H -4.921 -5.289 -2.487 -0.026 0.010 -0.014 0.00
H -4.942 -1.551 -4.037 -0.013 -0.036 -0.024 0.00
H -0.047 5.376 2.593 -0.030 0.018 0.026 0.00
H 4.145 -0.261 -2.066 -0.035 -0.021 0.033 0.00
H 3.479 -1.818 -0.596 0.026 0.034 -0.063 0.00
H -2.595 2.705 1.863 -0.021 0.008 -0.013 0.00
H 1.911 1.181 7.317 0.006 -0.027 -0.001 0.00
H 2.674 -0.911 1.234 0.005 -0.071 -0.073 0.00
H 3.972 2.258 6.255 0.034 -0.010 -0.017 0.00
H -1.309 -2.330 -4.864 0.017 0.009 -0.024 0.00
H 3.318 -0.028 -3.615 -0.046 -0.041 -0.012 0.00
H -5.813 -4.965 1.088 0.005 0.008 0.020 0.00
H -2.220 0.819 -3.034 0.022 0.051 0.019 0.00
H -3.018 -6.261 -1.076 0.005 -0.025 0.012 0.00
H 3.889 2.878 4.598 0.022 -0.004 0.011 0.00
H -0.602 5.083 -0.301 0.011 0.005 0.024 0.00
H -3.244 0.897 -4.473 -0.001 0.000 0.006 0.00
H -1.807 -0.878 -5.739 0.002 0.006 0.011 0.00
H -6.046 -5.749 -1.210 -0.012 -0.001 -0.015 0.00
H 1.376 -1.338 -4.159 0.002 0.013 0.041 0.00
H 2.258 -0.101 3.797 -0.002 0.010 0.005 0.00
H 0.407 3.730 3.809 0.037 -0.090 0.022 0.00
H -4.124 -1.100 -5.528 -0.004 -0.001 0.004 0.00
H -2.737 3.922 0.588 -0.002 0.000 0.007 0.00
H 3.111 -3.216 -1.613 0.034 0.010 -0.006 0.00
H -4.412 -4.033 1.622 0.008 -0.003 0.007 0.00
H -5.638 -3.271 0.603 -0.015 -0.005 0.024 0.00
H -0.905 -0.789 1.148 0.100 0.021 0.056 0.00
H 0.732 -3.118 -0.912 -0.029 -0.017 0.069 0.00
H 0.448 0.954 6.348 0.001 -0.021 0.021 0.00
H 3.847 4.517 -2.848 0.043 0.010 0.010 0.00
H -6.013 -4.081 -1.774 -0.005 -0.014 -0.032 0.00
H 0.734 -2.527 -3.027 0.008 0.045 0.007 0.00
H 0.969 4.666 0.407 -0.021 0.023 -0.021 0.00
H -3.950 0.471 -2.908 -0.002 0.027 -0.011 0.00
H -1.488 4.547 3.227 0.010 0.048 0.014 0.00
H 1.927 4.282 5.344 -0.035 0.021 0.008 0.00
H -2.857 -5.808 0.626 0.006 0.000 0.005 0.00
```
Positions in Å, forces in eV/Å.



Q: Which of these has the lowest calculated total energy?
A: C41H58ClN2O4Re



Q: The highest total charge belongs to which entry?
A: C41H58ClN2O4Re